Formula: C49H108F9N6O3PS
Source: the Open Molecules 2025 dataset
Level of theory: ωB97M-V with the def2-TZVPD basis set

```
177
Properties=species:S:1:pos:R:3:mulliken_charge:R:1
C 2.292 2.228 -21.380 -1.453
C 3.166 1.750 -20.281 -0.088
C 2.354 1.212 -19.019 -0.979
N 3.211 0.890 -17.721 0.287
C 4.292 -0.172 -17.928 -0.946
C 3.954 2.244 -17.408 -0.668
C 4.033 2.301 -15.875 -0.697
C 2.966 1.321 -15.318 -0.519
C 2.309 0.661 -16.535 -0.673
H 1.912 3.214 -21.115 0.380
H 1.306 1.763 -21.387 0.385
H 2.814 2.141 -22.333 0.346
H 3.962 2.457 -20.046 0.284
H 3.611 0.816 -20.624 0.317
H 1.810 0.310 -19.300 0.540
H 1.606 1.953 -18.738 0.429
H 3.700 -1.078 -18.064 0.391
H 4.847 -0.300 -16.999 0.391
H 4.935 0.000 -18.791 0.327
H 4.905 2.387 -17.922 0.374
H 3.293 3.032 -17.769 0.414
H 5.016 2.054 -15.476 0.352
H 3.855 3.279 -15.428 0.368
H 3.473 0.532 -14.762 0.298
H 2.207 1.774 -14.679 0.362
H 1.971 -0.362 -16.365 0.459
H 1.394 1.205 -16.770 0.319
C 16.110 8.821 -5.569 -1.458
C 15.056 7.942 -6.163 -0.073
C 14.296 8.596 -7.294 -0.832
N 13.154 7.765 -7.948 0.111
C 11.952 7.602 -7.049 -0.982
C 13.729 6.369 -8.480 -0.381
C 13.541 6.327 -9.989 -0.579
C 12.353 7.287 -10.157 -0.654
C 12.704 8.462 -9.175 -0.568
H 16.779 9.216 -6.332 0.338
H 16.691 8.467 -4.717 0.375
H 15.555 9.691 -5.217 0.337
H 14.452 7.432 -5.412 0.355
H 15.721 7.206 -6.615 0.221
H 14.930 8.835 -8.148 0.401
H 13.899 9.580 -7.045 0.547
H 11.187 7.051 -7.596 0.399
H 11.621 8.584 -6.710 0.344
H 12.422 7.042 -6.240 0.413
H 13.114 5.637 -7.956 0.320
H 14.762 6.173 -8.194 0.234
H 13.433 5.375 -10.509 0.375
H 14.350 6.747 -10.586 0.314
H 11.409 6.773 -9.972 0.308
H 12.332 7.737 -11.150 0.397
H 11.850 9.104 -8.964 0.308
H 13.535 9.052 -9.562 0.429
C 3.426 7.058 -7.142 -1.257
C 2.855 5.721 -6.587 -0.399
C 2.000 5.952 -5.271 -0.827
N 1.453 4.656 -4.601 0.354
C 0.672 3.722 -5.568 -0.997
C 0.579 5.047 -3.297 -0.630
C 0.968 4.185 -2.099 -0.585
C 2.453 4.023 -2.351 -0.473
C 2.588 3.900 -3.842 -0.713
H 3.927 6.952 -8.104 0.367
H 4.004 7.525 -6.345 0.335
H 2.586 7.738 -7.286 0.331
H 3.687 5.044 -6.394 0.347
H 2.281 5.057 -7.233 0.344
H 1.156 6.599 -5.512 0.481
H 2.629 6.415 -4.511 0.427
H 0.338 2.850 -5.007 0.405
H 1.275 3.449 -6.434 0.356
H -0.155 4.348 -5.903 0.391
H -0.500 5.055 -3.454 0.365
H 0.776 6.082 -3.018 0.355
H 0.342 3.295 -2.030 0.318
H 0.719 4.739 -1.194 0.341
H 2.872 3.196 -1.778 0.373
H 2.989 4.930 -2.071 0.296
H 2.522 2.817 -3.951 0.318
H 3.554 4.056 -4.321 0.380
C 16.816 -2.422 -17.839 -1.476
C 15.840 -3.059 -16.828 -0.118
C 16.131 -2.693 -15.392 -0.635
N 15.224 -3.499 -14.419 0.249
C 13.746 -2.949 -14.464 -0.988
C 15.225 -5.076 -14.645 -0.557
C 15.157 -5.659 -13.204 -0.640
C 15.100 -4.462 -12.166 -0.773
C 15.760 -3.357 -12.955 -0.509
H 17.815 -2.803 -17.631 0.374
H 16.740 -1.336 -17.794 0.351
H 16.603 -2.635 -18.887 0.391
H 15.852 -4.118 -17.086 0.321
H 14.859 -2.649 -17.065 0.273
H 15.901 -1.663 -15.121 0.367
H 17.180 -2.903 -15.182 0.358
H 13.721 -1.860 -14.411 0.335
H 13.106 -3.506 -13.780 0.370
H 13.434 -3.150 -15.489 0.401
H 14.382 -5.358 -15.276 0.315
H 16.151 -5.344 -15.152 0.401
H 14.392 -6.425 -13.080 0.363
H 16.119 -6.151 -13.056 0.322
H 14.075 -4.164 -11.945 0.302
H 15.562 -4.604 -11.189 0.430
H 15.578 -2.448 -12.383 0.364
H 16.816 -3.611 -13.045 0.408
C 16.506 -1.878 -4.175 -1.328
C 17.910 -2.278 -3.621 -0.128
C 18.840 -1.168 -4.186 -0.833
N 20.292 -1.530 -3.816 0.008
C 20.452 -1.670 -2.244 -0.918
C 21.268 -0.474 -4.456 -0.561
C 22.618 -1.082 -4.548 -0.645
C 22.314 -2.647 -4.516 -0.806
C 20.799 -2.831 -4.431 -0.664
H 15.915 -2.786 -4.053 0.369
H 16.447 -1.520 -5.203 0.346
H 16.099 -1.086 -3.545 0.362
H 18.220 -3.267 -3.957 0.362
H 17.770 -2.227 -2.541 0.270
H 18.684 -0.129 -3.896 0.430
H 18.814 -1.153 -5.276 0.391
H 21.524 -1.750 -2.066 0.422
H 19.946 -2.599 -1.980 0.421
H 20.105 -0.822 -1.654 0.310
H 21.128 0.485 -3.959 0.507
H 20.959 -0.366 -5.496 0.339
H 23.272 -0.720 -3.755 0.314
H 23.083 -0.580 -5.397 0.380
H 22.785 -3.266 -3.753 0.372
H 22.732 -3.193 -5.362 0.404
H 20.389 -3.676 -3.878 0.482
H 20.302 -2.914 -5.398 0.391
C 4.198 -7.358 5.333 -1.406
C 4.423 -6.251 4.386 -0.135
C 4.981 -6.741 2.996 -0.828
N 5.404 -5.614 1.958 0.127
C 4.245 -4.625 1.763 -1.029
C 6.730 -4.811 2.153 -0.491
C 7.128 -4.262 0.734 -0.651
C 6.517 -5.268 -0.246 -0.514
C 5.767 -6.301 0.600 -0.738
H 4.015 -6.866 6.289 0.373
H 5.011 -8.064 5.501 0.368
H 3.294 -7.945 5.166 0.370
H 5.170 -5.525 4.708 0.339
H 3.455 -5.767 4.255 0.288
H 4.207 -7.372 2.559 0.386
H 5.842 -7.405 3.072 0.429
H 3.332 -5.196 1.596 0.384
H 4.364 -4.045 0.848 0.415
H 4.034 -4.007 2.635 0.373
H 6.539 -4.044 2.904 0.436
H 7.370 -5.621 2.501 0.378
H 6.870 -3.206 0.648 0.331
H 8.199 -4.343 0.545 0.334
H 5.783 -4.739 -0.854 0.279
H 7.330 -5.647 -0.865 0.377
H 4.874 -6.642 0.075 0.386
H 6.362 -7.207 0.715 0.419
C 9.891 4.994 -0.303 0.579
F 10.818 4.458 -1.086 -0.222
F 8.932 5.616 -0.953 -0.220
F 9.395 4.107 0.506 -0.218
S 10.800 6.514 0.687 1.038
O 11.173 7.540 -0.290 -0.663
O 9.853 7.111 1.614 -0.637
O 11.976 5.881 1.287 -0.657
P 8.292 -0.313 -7.977 1.145
F 6.901 -0.711 -7.296 -0.332
F 7.909 -1.086 -9.420 -0.388
F 7.562 0.963 -8.635 -0.347
F 9.709 0.100 -8.663 -0.365
F 8.750 0.496 -6.628 -0.348
F 9.095 -1.704 -7.534 -0.366
```

For the HOMO-LUMO gap, the calculation gives 5.1 eV. The HOMO energy comes out at -0.380 Eh. As for the net charge: +4. For the energy relative to the best compared isomer or geometry (same formula, charge and spin), the calculation gives 0.0 kcal per mole. The calculation puts the molar mass at 1063.47 Da. The calculated total energy is -112197.0592 eV.